[1]
C20H42NO21S5V | ωB97M-V/def2-TZVPD

Last column: Mulliken charge in e.
Cartesian coordinates (Å):
O  0.765  0.528  -0.618  -0.35
V  -0.274  0.159  0.597  0.63
O  -0.416  -1.506  0.538  -0.10
N  1.743  1.090  3.097  0.85
O  2.780  0.847  3.737  -0.63
O  1.251  2.170  3.048  -0.63
O  1.244  0.206  2.377  -0.57
C  2.436  3.676  -3.651  -0.31
C  2.304  2.186  -3.604  0.22
O  1.099  1.910  -4.334  -0.30
S  0.636  3.168  -5.338  1.09
O  -0.833  3.226  -5.518  -0.52
O  1.523  3.177  -6.520  -0.58
O  1.189  4.075  -4.104  -0.29
H  3.241  4.050  -4.283  0.35
H  2.731  3.973  -2.645  0.19
H  2.242  1.782  -2.594  -0.07
H  3.177  1.690  -4.028  0.30
O  -0.424  2.400  0.762  0.61
S  -0.105  3.579  0.023  0.66
O  0.023  3.482  -1.379  -0.34
O  -1.213  4.828  0.266  -0.23
C  -1.071  5.992  -0.492  -0.04
C  -2.391  6.110  -1.073  -1.37
C  1.418  4.375  0.578  -1.19
H  -0.375  6.015  -1.330  0.23
H  -0.792  6.810  0.172  0.33
H  -2.561  7.024  -1.641  0.43
H  -3.072  6.238  -0.232  0.34
H  -2.827  5.323  -1.688  0.27
H  1.306  4.925  1.513  0.37
H  1.756  5.094  -0.169  0.47
H  2.232  3.652  0.643  0.37
O  -1.895  0.440  2.080  -0.39
S  -2.663  1.113  3.134  0.82
O  -4.065  1.049  3.115  -0.63
O  -2.003  0.664  4.569  -0.11
C  -2.706  0.981  5.742  -0.27
C  -2.234  0.079  6.882  -1.28
C  -2.166  2.925  3.101  -0.66
H  -3.776  0.775  5.712  0.34
H  -2.686  2.058  5.910  0.34
H  -1.159  0.117  7.058  0.34
H  -2.500  -0.940  6.604  0.31
H  -2.729  0.268  7.835  0.38
H  -2.713  3.290  2.232  0.28
H  -1.111  3.067  2.864  -0.05
H  -2.644  3.413  3.950  0.55
O  5.850  -1.942  0.219  -0.63
S  4.483  -1.948  0.736  1.09
O  4.069  -1.404  2.046  -0.46
O  3.595  -1.219  -0.539  -0.34
C  3.812  -1.591  -1.906  -0.44
C  2.431  -1.746  -2.548  -0.60
C  3.804  -3.611  0.598  -0.84
H  4.522  -2.404  -2.055  0.44
H  4.324  -0.837  -2.504  0.24
H  1.894  -2.485  -1.955  0.14
H  2.720  -2.209  -3.492  0.49
H  1.832  -0.890  -2.860  -0.03
H  4.245  -4.179  -0.221  0.39
H  2.742  -3.551  0.357  0.13
H  3.983  -4.142  1.533  0.42
O  -4.007  -0.386  -2.434  -0.61
S  -2.570  -0.227  -2.227  0.74
O  -1.955  0.210  -0.912  -0.41
O  -1.771  -1.618  -2.598  -0.21
C  -2.536  -2.797  -2.918  -0.45
C  -2.904  -3.416  -1.538  -0.96
C  -1.916  0.743  -3.595  -0.73
H  -1.948  -3.559  -3.429  0.42
H  -3.491  -2.814  -3.444  0.31
H  -3.313  -4.426  -1.562  0.47
H  -3.546  -2.755  -0.957  0.35
H  -2.069  -3.277  -0.851  0.10
H  -2.131  0.162  -4.492  0.41
H  -0.833  0.833  -3.505  -0.05
H  -2.378  1.712  -3.405  0.45
C  0.624  -7.598  1.404  -0.41
C  1.324  -6.634  2.118  -0.45
C  0.739  -5.407  2.216  -0.49
C  -0.439  -5.099  1.562  -0.27
C  -1.088  -6.068  0.853  -0.25
C  -0.538  -7.291  0.771  -0.38
H  1.079  -8.571  1.297  0.34
H  2.211  -6.864  2.690  0.44
H  1.278  -4.617  2.718  0.51
H  -0.784  -4.077  1.591  0.34
H  -1.995  -5.737  0.369  0.35
H  -1.037  -7.818  -0.029  0.28

The calculation puts the energy above the lowest of the compared OMol25 structures with the same formula, charge and spin at 0.00 kcal/mol. The value obtained for the total energy is -145761.8291 eV. Its HOMO energy is -8.65 eV. The calculation puts the LUMO energy at -0.7 eV. The net charge is 0.

[2]
C44H103N13O16PS2 | ωB97M-V/def2-TZVPD

Last column: Mulliken charge in e.
Cartesian coordinates (Å):
O  -0.822  0.628  1.422  -0.76
S  -1.301  0.857  0.111  1.28
O  -1.942  2.080  -0.097  -0.63
O  -0.046  0.803  -0.848  0.13
C  -2.293  -0.463  -0.462  -0.05
C  -3.189  -1.061  0.614  -0.67
C  -4.611  -1.419  0.179  -0.02
C  -5.398  -0.360  -0.595  -0.89
C  -5.174  1.048  -0.044  -0.13
P  -6.473  2.072  -0.306  0.01
S  -6.561  3.412  -1.797  -0.62
H  0.752  0.826  -0.266  0.00
H  -1.558  -1.180  -0.817  0.33
H  -2.837  -0.054  -1.311  -0.40
H  -2.710  -1.996  0.903  0.05
H  -3.223  -0.442  1.506  0.73
H  -5.144  -1.664  1.096  0.32
H  -4.548  -2.336  -0.420  -0.24
H  -6.448  -0.620  -0.454  0.69
H  -5.181  -0.450  -1.669  0.15
H  -4.386  1.547  -0.609  -0.29
H  -7.612  1.251  -0.390  -0.01
H  -6.713  2.801  0.869  -0.01
C  -4.792  -4.340  2.061  0.05
O  -5.784  -3.682  2.336  -0.65
N  -3.757  -4.568  2.883  0.46
C  -2.615  -5.372  2.470  -0.93
C  -3.786  -3.982  4.207  -0.67
H  -4.653  -4.809  1.073  0.26
H  -2.494  -6.232  3.127  0.54
H  -1.703  -4.773  2.493  0.13
H  -2.774  -5.713  1.452  0.24
H  -4.659  -4.332  4.761  -0.03
H  -3.858  -2.895  4.138  0.30
H  -2.883  -4.252  4.749  0.36
C  -1.977  0.681  -3.642  0.63
O  -3.191  0.691  -3.672  -0.67
N  -1.182  0.288  -4.662  0.28
C  0.264  0.363  -4.541  -0.58
C  -1.785  -0.174  -5.895  -1.01
H  -1.376  0.992  -2.773  -0.12
H  0.684  1.033  -5.288  0.56
H  0.722  -0.624  -4.658  0.28
H  0.498  0.746  -3.548  -0.23
H  -2.419  0.609  -6.316  0.31
H  -2.410  -1.053  -5.724  0.21
H  -0.994  -0.422  -6.600  0.41
C  3.277  0.655  0.253  -0.18
O  2.361  1.462  0.394  -0.65
N  4.501  0.994  -0.161  0.40
C  5.569  0.020  -0.283  -0.99
C  4.757  2.389  -0.491  -0.90
H  3.168  -0.416  0.487  0.41
H  6.406  0.279  0.366  0.37
H  5.927  -0.030  -1.313  0.37
H  5.199  -0.961  0.007  0.30
H  4.579  3.028  0.374  0.25
H  4.098  2.723  -1.292  0.10
H  5.791  2.494  -0.810  0.43
C  3.532  2.136  -6.197  0.08
O  2.426  1.625  -6.333  -0.59
N  3.877  2.881  -5.137  0.21
C  5.160  3.552  -5.003  -0.61
C  2.903  3.051  -4.068  -0.94
H  4.331  2.050  -6.955  0.22
H  5.683  3.202  -4.111  0.23
H  4.984  4.621  -4.902  0.16
H  5.775  3.350  -5.879  0.31
H  2.637  2.088  -3.631  0.18
H  1.988  3.506  -4.447  0.35
H  3.338  3.699  -3.310  0.35
C  -2.405  1.039  -11.383  0.15
O  -3.476  0.809  -11.919  -0.60
N  -2.245  1.785  -10.276  0.15
C  -0.939  2.023  -9.693  -0.80
C  -3.424  2.367  -9.653  -0.97
H  -1.448  0.644  -11.774  0.25
H  -0.900  1.651  -8.668  0.23
H  -0.719  3.092  -9.680  0.32
H  -0.179  1.514  -10.282  0.29
H  -4.124  1.589  -9.351  0.30
H  -3.940  3.027  -10.349  0.31
H  -3.118  2.932  -8.776  0.38
C  0.514  -7.432  4.120  -0.03
O  -0.526  -7.419  3.483  -0.55
N  1.483  -6.505  4.024  0.16
C  2.680  -6.575  4.840  -1.06
C  1.317  -5.407  3.084  -0.91
H  0.752  -8.224  4.854  0.40
H  2.762  -5.680  5.462  0.37
H  3.574  -6.649  4.219  0.36
H  2.630  -7.452  5.483  0.39
H  0.425  -4.826  3.320  0.21
H  1.207  -5.783  2.067  0.29
H  2.190  -4.762  3.141  0.44
C  -2.592  -3.797  -1.505  0.37
O  -2.590  -4.259  -0.373  -0.47
N  -3.238  -4.342  -2.547  0.18
C  -3.225  -3.731  -3.861  -0.91
C  -3.982  -5.570  -2.331  -0.99
H  -2.074  -2.862  -1.765  -0.03
H  -4.236  -3.470  -4.177  0.37
H  -2.791  -4.408  -4.601  0.42
H  -2.630  -2.820  -3.829  0.13
H  -4.755  -5.421  -1.576  0.27
H  -3.321  -6.365  -1.984  0.29
H  -4.448  -5.868  -3.267  0.41
C  4.482  0.365  3.652  0.27
O  5.192  -0.578  3.969  -0.67
N  3.608  0.982  4.459  0.12
C  2.780  2.082  3.996  -0.78
C  3.487  0.519  5.830  -1.02
H  4.491  0.799  2.635  0.16
H  2.978  2.985  4.577  0.38
H  1.721  1.835  4.081  0.38
H  2.994  2.281  2.947  0.07
H  4.439  0.609  6.353  0.29
H  3.189  -0.529  5.857  0.30
H  2.736  1.120  6.337  0.41
C  1.208  -7.282  7.747  0.61
O  2.020  -8.193  7.796  -0.65
N  0.423  -6.898  8.764  0.06
C  -0.530  -5.812  8.633  -0.89
C  0.536  -7.601  10.031  -0.96
H  1.034  -6.691  6.831  -0.13
H  -0.306  -5.011  9.340  0.33
H  -1.547  -6.162  8.815  0.34
H  -0.479  -5.408  7.624  0.28
H  1.548  -7.519  10.427  0.29
H  0.314  -8.660  9.903  0.30
H  -0.166  -7.168  10.738  0.39
C  -6.769  -6.258  7.231  0.11
O  -6.924  -6.585  8.399  -0.62
N  -7.236  -6.953  6.181  0.16
C  -7.017  -6.528  4.810  -0.64
C  -7.981  -8.171  6.441  -0.96
H  -6.219  -5.348  6.935  0.28
H  -7.970  -6.356  4.308  0.34
H  -6.460  -7.293  4.267  0.34
H  -6.447  -5.603  4.790  -0.06
H  -8.867  -7.961  7.040  0.29
H  -7.371  -8.888  6.990  0.29
H  -8.283  -8.606  5.491  0.38
C  4.925  7.315  -3.180  0.99
O  4.789  6.109  -3.382  -0.46
N  4.936  8.226  -4.158  0.12
C  5.073  9.644  -3.882  -0.91
C  4.798  7.772  -5.530  -0.93
H  5.037  7.749  -2.177  -0.74
H  4.202  10.192  -4.247  0.36
H  5.965  10.047  -4.366  0.34
H  5.153  9.794  -2.805  0.24
H  3.856  7.239  -5.668  0.28
H  5.609  7.092  -5.795  0.26
H  4.823  8.635  -6.190  0.37
C  1.148  6.454  0.576  -0.07
O  1.246  7.671  0.450  -0.69
N  0.609  5.627  -0.314  0.30
C  0.589  4.182  -0.111  -0.53
C  0.046  6.178  -1.535  -1.02
H  1.534  5.926  1.469  0.46
H  1.161  3.696  -0.903  0.19
H  -0.425  3.785  -0.122  0.49
H  1.052  3.944  0.844  -0.04
H  0.807  6.723  -2.095  0.28
H  -0.763  6.870  -1.307  0.34
H  -0.343  5.362  -2.138  0.37
C  5.603  7.497  -0.169  0.22
O  6.634  7.703  -0.808  -0.66
N  5.475  7.710  1.147  0.12
C  4.236  7.416  1.851  -0.27
C  6.613  8.240  1.878  -1.02
H  4.685  7.095  -0.632  0.31
H  3.834  8.315  2.317  0.39
H  4.419  6.663  2.621  0.39
H  3.502  7.038  1.150  -0.38
H  6.908  9.210  1.480  0.28
H  7.470  7.572  1.795  0.31
H  6.337  8.347  2.924  0.40

The value obtained for the total energy is -130389.6025 eV. Its HOMO energy is -2.67 eV. The calculation puts the LUMO energy at 1.3 eV. The net charge is -1.

[3]
C27H22ClIN5O5SSr | ωB97M-V/def2-TZVPD

Last column: Mulliken charge in e.
Cartesian coordinates (Å):
Sr  0.431  -0.512  -0.737  1.43
C  0.662  0.021  2.994  -0.87
N  1.021  -0.977  1.991  0.70
C  2.451  -1.211  1.874  -1.18
C  3.234  -0.069  1.269  0.82
C  4.565  0.113  1.630  -1.18
C  5.288  1.131  1.033  -0.38
C  4.664  1.938  0.096  -0.93
C  3.337  1.678  -0.212  -0.60
N  2.641  0.704  0.363  0.82
C  0.289  -2.218  2.167  -1.31
C  -1.190  -2.077  1.895  1.16
C  -2.060  -3.095  2.279  -1.16
C  -3.404  -2.961  1.989  -0.41
C  -3.842  -1.818  1.331  -0.74
C  -2.902  -0.867  0.980  -0.60
N  -1.605  -0.990  1.255  0.28
C  0.843  1.438  2.508  0.36
C  1.736  2.312  3.113  -0.77
C  1.893  3.582  2.576  -0.46
C  1.154  3.927  1.457  -0.65
C  0.281  2.985  0.923  -0.31
N  0.121  1.776  1.440  0.05
H  1.222  -0.133  3.932  0.26
H  -0.398  -0.107  3.211  0.55
H  2.605  -2.090  1.227  0.33
H  2.901  -1.434  2.857  0.33
H  5.020  -0.541  2.362  0.47
H  6.327  1.291  1.295  0.41
H  5.187  2.744  -0.400  0.43
H  2.804  2.271  -0.947  0.53
H  0.416  -2.624  3.186  0.40
H  0.681  -2.955  1.455  0.42
H  -1.675  -3.975  2.778  0.47
H  -4.104  -3.740  2.265  0.40
H  -4.884  -1.671  1.080  0.45
H  -3.186  0.032  0.443  0.42
H  2.313  1.989  3.970  0.39
H  2.593  4.281  3.017  0.40
H  1.252  4.896  0.988  0.43
H  -0.291  3.198  0.026  0.40
Cl  -4.756  1.654  -5.747  -0.31
C  -3.482  1.608  -4.557  0.57
C  -2.740  2.729  -4.324  -0.63
C  -1.708  2.715  -3.373  -0.23
I  -0.620  4.461  -3.043  -0.05
C  -1.379  1.601  -2.603  0.10
O  -0.454  1.560  -1.732  -0.17
C  -2.183  0.409  -2.886  -0.07
N  -1.864  -0.701  -2.191  0.30
C  -2.499  -1.823  -2.420  -0.53
C  -3.552  -1.922  -3.348  -1.13
C  -3.913  -0.806  -4.054  -0.74
C  -3.218  0.406  -3.848  0.22
H  -2.942  3.637  -4.875  0.37
H  -2.141  -2.688  -1.869  0.63
H  -4.044  -2.872  -3.499  0.42
H  -4.710  -0.838  -4.784  0.40
O  1.491  -3.991  -2.747  -0.68
S  1.593  -3.131  -1.587  1.29
O  2.494  -3.615  -0.527  -0.74
O  0.221  -2.907  -0.961  -0.62
O  2.015  -1.726  -1.985  -0.99

The calculation puts the energy above the lowest of the compared OMol25 structures with the same formula, charge and spin at 2.66 kcal/mol. The value obtained for the total energy is -78345.8958 eV. Its HOMO energy is -4.75 eV. The calculation puts the LUMO energy at 2.1 eV. The net charge is -1.

[4]
CH2Br3PS | ωB97M-V/def2-TZVPD

Last column: Mulliken charge in e.
Cartesian coordinates (Å):
C  -0.033  -0.634  -0.184  -0.58
P  3.507  0.025  0.052  0.33
S  3.444  -1.845  0.808  -0.20
Br  0.609  -1.902  0.848  0.14
Br  4.925  -0.111  -1.668  -0.17
Br  4.618  1.153  1.619  -0.17
H  -0.474  0.264  0.231  0.33
H  -0.282  -0.964  -1.191  0.31

The calculation puts the energy above the lowest of the compared OMol25 structures with the same formula, charge and spin at 66.87 kcal/mol. The value obtained for the total energy is -231319.4409 eV. Its HOMO energy (spin up / spin down) is -8.96 / -8.86 eV. The calculation puts the LUMO energy (spin up / spin down) at -1.1 / -2.5 eV. The net charge is 0.

Look up the net charge of the first one.
0

Which value of net charge does entry 2 give?
-1